1.
ORCA calculation (ωB97M-V/def2-TZVPD) on a structure of composition C26H20MnN7O5 in a non-equilibrium geometry.

Geometry as XYZ:
```
59
Properties=species:S:1:pos:R:3:forces:R:3
Mn -0.3404 -0.6882 -0.2602 0.62 -0.07 1.44
O -0.5331 1.8630 1.6121 -1.62 -0.03 0.30
O 1.3000 -0.6653 -1.3495 0.86 -2.23 -2.70
O -1.2150 4.1163 1.3713 -2.20 -0.56 0.35
O -0.2988 -2.0532 1.1988 0.78 -2.10 0.92
O 2.6880 -1.6076 -2.7904 -1.16 -1.39 -0.86
N -0.9089 1.0216 -1.4409 -0.63 0.28 -0.22
N -2.5122 -0.4322 0.2295 -1.35 0.54 0.76
N -4.2066 0.9983 0.1191 -0.64 0.48 1.63
N 1.7068 1.2791 1.4627 -0.09 4.23 0.84
N -0.6219 -2.3436 -1.7142 -0.08 -1.90 -0.74
N 1.3853 0.0177 1.3688 0.01 -3.14 0.13
N -2.0861 2.8439 -1.2060 -0.24 1.02 -0.22
C -3.5037 -0.8348 1.1007 -0.28 0.14 0.11
C -2.9471 0.7194 -0.2430 -0.54 -1.45 -0.05
C -1.6241 -3.2669 -1.6753 0.85 1.11 0.59
C 1.7287 -4.9444 2.1653 0.88 0.32 -1.43
C -2.0796 1.4967 -1.0180 2.76 2.26 -1.60
C 0.2147 5.8445 0.8669 1.65 0.11 -0.08
C 2.0750 -2.2694 1.6400 0.32 -1.54 -0.32
C -0.0069 4.5212 1.2612 1.09 -0.91 0.62
C 3.2300 -3.1227 1.7733 -1.26 2.17 -0.48
C 0.3585 -3.4846 -3.6015 -0.38 0.58 1.39
C 1.5090 6.1815 0.5488 0.85 -0.56 0.21
C 0.7354 -2.8191 1.5139 -0.06 0.87 0.22
C -1.7028 -4.3198 -2.5585 0.00 -0.53 -0.46
C 0.4074 -2.5099 -2.5786 -1.34 -0.32 0.08
C 1.0698 3.5757 1.5077 0.57 2.48 -0.97
C -0.1471 2.0582 -1.9271 -2.27 0.51 0.85
C 0.7063 2.2034 1.5853 3.00 -4.21 -0.70
C 0.6065 -4.2148 1.8172 0.40 0.47 0.44
C 1.5661 -1.5878 -2.2841 1.42 3.79 2.26
C 3.0498 -4.4257 2.0258 -0.26 -2.10 0.39
C 2.5604 5.2372 0.7249 0.87 1.65 -0.59
C 2.4096 3.9830 1.2431 -1.58 -0.65 -0.45
C -0.6914 -4.4071 -3.5365 0.21 -0.42 -0.99
C -4.5458 0.0521 1.1169 0.47 0.19 -1.02
C -0.8762 3.2140 -1.7875 -0.14 0.75 -0.04
C 2.3343 -0.8787 1.6344 -1.78 3.37 -0.56
H -0.5858 6.5481 0.8207 -0.57 0.17 -0.18
H 1.1520 -3.4230 -4.3394 -0.12 -0.56 0.06
H -0.6937 -5.2332 -4.2848 -0.20 0.72 0.65
H -2.2827 -3.1389 -0.8029 0.02 -0.04 -0.69
H -3.4072 -1.7200 1.6974 0.19 -0.18 0.07
H -4.6761 1.8943 -0.0172 0.33 -0.60 0.08
H -0.3681 -4.7083 1.8307 0.16 0.36 -0.12
H 4.2127 -2.6777 1.5820 -0.31 -0.16 0.35
H -2.7258 3.5434 -0.8038 0.62 -0.78 -0.22
H 0.8301 1.9450 -2.2851 1.06 -0.41 -0.36
H -0.6429 4.2856 -2.0373 -0.34 -1.49 0.47
H -5.4407 0.1430 1.7197 0.18 -0.15 -0.30
H 3.3185 -0.4585 1.9079 -0.28 -0.40 -0.10
H 1.7933 7.1560 0.1453 -0.27 -0.17 0.16
H -2.5451 -5.0534 -2.4984 1.02 0.69 -0.07
H -1.0631 2.8619 1.5845 0.10 -0.10 -0.14
H 3.9133 -5.1061 2.0394 -0.48 0.20 0.22
H 3.5415 5.5646 0.3700 -0.13 -0.16 0.26
H 1.6636 -6.0092 2.2275 -0.29 -0.59 0.48
H 3.2122 3.2352 1.2274 -0.41 0.43 0.32
```
Positions in Å, forces in eV/Å.

Computed properties:
Expectation value of S²: 8.755
LUMO (spin up / spin down), eV: 2.17 / 2.16
HOMO-LUMO gap (spin up / spin down), eV: 5.2941 / 5.3454
2S+1: 6
Total charge: -1

Mulliken atomic charge list, values in e, 5 entries: 1.0800 -0.5802 -0.5192 -0.8777 -0.7999

---

2.
ORCA calculation (ωB97M-V/def2-TZVPD) on a structure of composition C26H20N4O3Re in a non-equilibrium geometry.

Geometry as XYZ:
```
54
Properties=species:S:1:pos:R:3:forces:R:3
Re -0.7497 -0.2791 0.4849 0.63 -1.01 -0.21
O -4.4536 -0.3325 2.1744 0.52 0.25 -0.28
O 1.2430 -3.8716 0.3535 -0.15 0.58 -0.20
O 1.0000 0.8024 0.0048 -0.62 -0.20 0.04
N -0.1357 -1.1223 -1.3999 -0.17 -0.51 0.73
N -0.2584 -2.1897 0.9053 -0.61 1.79 0.08
N -2.2870 -0.8762 1.5379 0.58 -0.66 -0.12
N -1.8906 1.4787 0.5358 -0.03 0.20 -0.17
C -2.4353 3.7622 0.1090 0.17 -0.27 0.01
C 4.8152 3.2070 -1.4507 0.05 0.07 -0.14
C 2.3365 2.0926 -2.0006 0.02 -0.08 0.28
C 2.8805 1.9756 -0.7059 -0.07 0.16 -0.52
C -0.8394 -4.1264 2.3462 0.16 -0.25 0.03
C -2.8893 -3.9085 3.6076 0.06 0.41 -0.24
C -4.0454 2.3321 1.1505 0.31 -0.21 -0.04
C -3.3993 -0.0501 1.6711 -0.75 0.64 -0.10
C -1.5653 2.6837 0.0627 0.07 0.86 -0.26
C 2.7164 0.9720 1.6386 -0.26 -0.17 0.18
C -1.0316 -2.8416 1.8258 -1.24 -0.06 0.71
C -1.7580 -4.6397 3.2399 0.19 0.08 -0.19
C 2.1359 1.2374 0.2955 0.50 0.20 0.21
C 0.0978 -1.2443 -3.7628 0.27 -0.20 0.10
C -0.3802 -0.6323 -2.6128 -0.12 0.24 -0.18
C 0.5944 -2.2487 -1.2813 0.22 -0.28 -0.85
C -3.1118 1.3119 1.0867 -0.62 0.11 0.32
C -2.2095 -2.1009 2.1881 0.79 -0.84 0.10
C 3.0274 2.7399 -2.9980 -0.01 0.03 -0.06
C 0.8903 -2.3801 -3.6508 -0.16 0.31 0.09
C 4.2735 3.2934 -2.7272 -0.06 -0.08 0.20
C 4.1315 2.5570 -0.4445 -0.27 -0.16 0.06
C -3.1213 -2.6462 3.0836 -0.30 -0.04 0.33
C -3.7042 3.5806 0.6404 0.08 -0.24 0.05
C 0.6255 -2.8783 0.0819 0.69 -0.65 -0.56
C 1.1425 -2.8876 -2.3839 -0.08 0.18 0.55
H 2.6062 2.8199 -3.9880 -0.04 0.01 -0.08
H 1.7303 -3.7779 -2.2218 0.02 -0.11 0.00
H 1.2928 -2.8708 -4.5255 -0.04 0.00 -0.05
H -3.6030 -4.3303 4.2986 -0.04 -0.02 0.04
H 1.3669 1.6607 -2.1998 -0.03 -0.05 -0.06
H -0.1453 -0.8321 -4.7283 -0.05 0.09 -0.07
H -0.5763 2.7878 -0.3638 0.00 -0.04 0.01
H -0.9836 0.2669 -2.6705 0.01 -0.07 0.07
H -2.1082 4.7219 -0.2615 -0.02 0.02 -0.07
H 0.0365 -4.6891 2.0563 -0.09 -0.01 0.12
H 3.0594 1.8894 2.1134 0.00 0.06 -0.01
H -1.6021 -5.6203 3.6629 0.06 -0.07 -0.01
H 3.5839 0.3181 1.5391 0.05 -0.03 -0.02
H -5.0035 2.1365 1.6082 -0.05 -0.06 -0.01
H 4.8168 3.7972 -3.5094 0.09 0.08 -0.10
H 1.9739 0.4865 2.2722 0.09 0.02 0.01
H 5.7748 3.6542 -1.2489 0.11 0.03 0.06
H -4.4160 4.3905 0.6653 -0.05 0.11 0.03
H 4.5624 2.5166 0.5414 0.10 -0.07 0.15
H -4.0111 -2.0961 3.3542 0.12 -0.14 0.01
```
Positions in Å, forces in eV/Å.

Computed properties:
Expectation value of S²: 0.828
LUMO (spin up / spin down), eV: -8.19 / -8.38
HOMO-LUMO gap (spin up / spin down), eV: 5.9777 / 5.6793
2S+1: 2
Total charge: +2

Mulliken atomic charge list, values in e, 5 entries: 1.0187 -0.5767 -0.5523 -0.5350 -0.2051

---

Number 1: total energy -79277.87508 eV. Number 2: total energy -41505.55755 eV.